(1)
A structure of composition C37H28Cl5N2O6PtS5. Source: OMol25; level of theory: ωB97M-V/def2-TZVPD.

```
! RIJCOSX wB97M-V def2-TZVPD def2/J DEFGRID3
* xyz 1 5
Pt -0.224 -0.003 0.265
O 1.686 -0.074 -1.021
S 1.484 -1.110 -2.088
C 2.747 -2.410 -1.656
C 3.927 -1.861 -0.864
C 3.879 -2.251 0.616
C 2.699 -1.668 1.374
S 2.792 0.060 2.062
O 1.417 0.603 1.830
C 3.885 0.925 0.896
C 3.360 1.896 0.061
C 4.193 2.584 -0.805
C 5.550 2.306 -0.829
C 6.079 1.373 0.048
C 5.255 0.698 0.932
C 2.341 -0.351 -3.489
C 2.615 1.003 -3.461
C 3.238 1.588 -4.550
C 3.562 0.824 -5.658
C 3.244 -0.524 -5.694
C 2.615 -1.114 -4.612
H 3.054 -2.851 -2.599
H 2.191 -3.153 -1.087
H 3.951 -0.775 -0.964
H 4.857 -2.246 -1.284
H 4.816 -1.966 1.094
H 3.817 -3.342 0.679
H 2.477 -2.268 2.258
H 1.808 -1.630 0.748
H 2.299 2.093 0.080
H 3.785 3.346 -1.453
H 6.197 2.833 -1.514
H 7.141 1.181 0.050
H 5.686 0.002 1.635
H 2.340 1.584 -2.594
H 3.451 2.647 -4.539
H 4.067 1.279 -6.495
H 3.466 -1.110 -6.571
H 2.337 -2.156 -4.637
Cl -5.699 3.057 -3.145
C -4.289 2.189 -2.757
C -4.293 1.282 -1.683
Cl -5.729 1.025 -0.788
C -3.138 0.604 -1.352
Cl -3.012 -0.360 0.061
C -1.950 0.708 -2.138
O -0.928 0.003 -1.888
C -1.975 1.660 -3.199
Cl -0.540 1.874 -4.091
C -3.114 2.390 -3.491
Cl -3.088 3.536 -4.758
S 1.059 6.601 3.418
C 0.364 5.316 2.644
S 0.917 4.748 1.093
C -0.298 3.442 1.208
N -0.980 3.499 2.298
N -0.642 4.515 3.084
C -1.330 4.693 4.303
C -1.581 5.966 4.799
C -2.200 6.109 6.026
C -2.594 4.990 6.742
C -2.381 3.723 6.220
C -1.750 3.564 5.002
S -0.540 2.441 -0.134
H -1.314 6.841 4.229
H -2.376 7.098 6.421
H -3.062 5.103 7.707
H -2.693 2.850 6.773
H -1.564 2.586 4.587
O -0.185 -4.871 -0.726
C -0.516 -5.059 0.555
C -0.610 -6.369 1.038
C -0.959 -6.603 2.349
C -1.226 -5.547 3.217
C -1.127 -4.250 2.762
C -0.766 -3.988 1.440
C -0.579 -2.598 1.000
O -0.170 -2.366 -0.185
O -0.752 -1.636 1.793
H -0.189 -3.897 -0.898
H -0.404 -7.179 0.357
H -1.020 -7.618 2.705
H -1.497 -5.738 4.244
H -1.328 -3.408 3.407
*
```

Computed properties:
<S²>	6.09
E_tot	-6398.550791	Eh
gap between HOMO and LUMO (alpha / beta)	7.263 / 3.981	eV
lowest unoccupied orbital energy (alpha / beta)	-2.918 / -6.196	eV

In the Mulliken picture, each atom carries the following charge in e: atom 1 (Pt): 2.970, atom 2 (O): -0.715, atom 3 (S): 0.698, atom 4 (C): -0.880, atom 5 (C): 0.509, atom 6 (C): -1.472, atom 7 (C): 1.434, atom 8 (S): -0.096, atom 9 (O): -0.392, atom 10 (C): -0.180, atom 11 (C): 0.502, atom 12 (C): -0.585, atom 13 (C): -0.757, atom 14 (C): -0.702, atom 15 (C): -0.379, atom 16 (C): 0.444, atom 17 (C): -0.594, atom 18 (C): -0.880, atom 19 (C): -0.640, atom 20 (C): -0.832, atom 21 (C): -0.633, atom 22 (H): 0.490, atom 23 (H): 0.462, atom 24 (H): -0.578, atom 25 (H): 0.487, atom 26 (H): 0.409, atom 27 (H): 0.499, atom 28 (H): 0.594, atom 29 (H): -1.549, atom 30 (H): 0.171, atom 31 (H): 0.538, atom 32 (H): 0.437, atom 33 (H): 0.445, atom 34 (H): 0.577, atom 35 (H): 0.742, atom 36 (H): 0.473, atom 37 (H): 0.423, atom 38 (H): 0.432, atom 39 (H): 0.534, atom 40 (Cl): -0.131, atom 41 (C): 0.728, atom 42 (C): -0.191, atom 43 (Cl): -0.155, atom 44 (C): 1.411, atom 45 (Cl): -0.102, atom 46 (C): -1.826, atom 47 (O): -0.701, atom 48 (C): 0.927, atom 49 (Cl): -0.086, atom 50 (C): -0.221, atom 51 (Cl): -0.156, atom 52 (S): -0.113, atom 53 (C): 0.169, atom 54 (S): 0.003, atom 55 (C): 0.173, atom 56 (N): -0.802, atom 57 (N): 0.705, atom 58 (C): 0.678, atom 59 (C): -0.471, atom 60 (C): -0.774, atom 61 (C): -0.413, atom 62 (C): -0.654, atom 63 (C): -0.318, atom 64 (S): -0.333, atom 65 (H): 0.438, atom 66 (H): 0.391, atom 67 (H): 0.402, atom 68 (H): 0.390, atom 69 (H): 0.561, atom 70 (O): -0.759, atom 71 (C): 0.396, atom 72 (C): -0.646, atom 73 (C): -0.365, atom 74 (C): -0.739, atom 75 (C): -0.575, atom 76 (C): -0.043, atom 77 (C): 1.458, atom 78 (O): -0.757, atom 79 (O): -0.989, atom 80 (H): 0.308, atom 81 (H): 0.471, atom 82 (H): 0.403, atom 83 (H): 0.427, atom 84 (H): 0.478

(2)
The molecule C3H5NS. Source: OMol25; level of theory: ωB97M-V/def2-TZVPD.

```
! RIJCOSX wB97M-V def2-TZVPD def2/J DEFGRID3
* xyz 0 1
C 0.174 -1.094 0.049
C -0.248 0.376 0.431
S 0.994 1.563 0.897
C -1.020 0.753 -0.720
N -1.561 1.149 -1.701
H 1.232 -1.270 0.175
H -0.114 -1.192 -0.991
H -0.361 -1.744 0.760
H -0.899 0.248 1.275
H 1.804 1.210 -0.175
*
```

Computed properties:
SMILES	C[C@@H](S)C#N
E_tot	-570.215230	Eh
gap between HOMO and LUMO	10.541	eV
lowest unoccupied orbital energy	0.646	eV

In the natural (NBO) picture, each atom carries the following charge in e: atom 1 (C): -0.589, atom 2 (C): -0.479, atom 3 (S): 0.049, atom 4 (C): 0.260, atom 5 (N): -0.313, atom 6 (H): 0.223, atom 7 (H): 0.233, atom 8 (H): 0.224, atom 9 (H): 0.260, atom 10 (H): 0.132

(3)
The ion C4H7N5O2 with charge +2. Source: OMol25; level of theory: ωB97M-V/def2-TZVPD.

```
! RIJCOSX wB97M-V def2-TZVPD def2/J DEFGRID3
* xyz 2 1
C 0.017 -0.055 0.072
C -2.254 -1.295 0.442
C 2.040 0.831 -0.032
C 0.038 0.874 -0.940
N -0.961 -0.878 0.642
N -2.862 -0.896 -0.794
N 1.313 -0.109 0.596
N 1.283 1.408 -1.020
N 3.321 1.062 0.180
O -2.908 -2.001 1.176
O -4.020 -1.287 -0.843
H -0.903 1.166 -1.343
H -0.628 -1.065 1.594
H 1.576 -0.909 1.147
H 1.626 2.265 -1.415
H 3.918 1.018 0.981
H 3.510 1.924 -0.313
H -4.104 -2.052 -0.128
*
```

Computed properties:
E_tot	-580.114141	Eh
gap between HOMO and LUMO (alpha / beta)	6.057 / 4.833	eV
lowest unoccupied orbital energy (alpha / beta)	-11.203 / -11.999	eV

In the natural (NBO) picture, each atom carries the following charge in e: atom 1 (C): 0.276, atom 2 (C): 0.636, atom 3 (C): 0.647, atom 4 (C): 0.004, atom 5 (N): -0.508, atom 6 (N): 0.220, atom 7 (N): -0.520, atom 8 (N): -0.481, atom 9 (N): -0.714, atom 10 (O): -0.477, atom 11 (O): -0.168, atom 12 (H): 0.278, atom 13 (H): 0.454, atom 14 (H): 0.466, atom 15 (H): 0.470, atom 16 (H): 0.469, atom 17 (H): 0.415, atom 18 (H): 0.533